[1]
A structure of composition C53H49FGeN4O6Pb in a non-equilibrium geometry. Source: the Open Molecules 2025 dataset; level of theory: wB97M-V/def2-TZVPD.

```
115
Properties=species:S:1:pos:R:3:forces:R:3:mulliken_charge:R:1
Pb -1.84421 1.47232 1.57419 0.007 0.083 -0.539 2.16
O -4.49244 2.05520 4.96135 0.020 0.101 -0.023 -0.76
C -3.65275 2.11615 4.07036 -0.080 -0.242 0.038 -0.07
N -3.39637 1.16885 3.16073 0.388 0.189 -0.543 -0.07
C -4.33799 0.10489 2.96340 0.069 -0.082 0.116 -1.19
C -4.69997 -0.02239 1.50116 -0.255 -0.130 -0.059 0.87
C -5.88068 -0.62867 1.08820 0.045 0.024 -0.111 -0.97
C -6.14101 -0.71532 -0.26850 -0.001 -0.054 0.049 -0.36
C -5.22116 -0.21213 -1.18032 0.064 -0.021 0.067 -1.05
C -4.06426 0.36430 -0.69272 -0.082 -0.036 -0.214 -0.18
N -3.83841 0.44764 0.61431 0.424 0.198 0.341 0.48
C -2.82170 3.37103 3.92078 0.039 0.166 0.119 0.61
C -2.87101 4.36232 4.88778 -0.020 0.026 0.017 -0.63
C -2.14943 5.52628 4.68000 0.014 -0.030 -0.041 -0.28
C -1.41386 5.67319 3.51168 -0.027 -0.057 0.004 -0.97
C -1.41543 4.63430 2.59841 0.086 0.082 -0.018 -0.18
N -2.09721 3.51654 2.81580 0.030 -0.062 0.006 0.17
H -3.91189 -0.85356 3.28570 -0.074 -0.006 0.044 0.21
H -5.23775 0.28679 3.55308 0.001 -0.014 0.016 0.56
H -6.57683 -1.01095 1.82252 -0.004 0.014 0.011 0.50
H -7.05687 -1.17657 -0.61552 -0.004 0.016 -0.004 0.42
H -5.39292 -0.27148 -2.24510 0.012 0.021 -0.003 0.43
H -3.29914 0.77147 -1.34271 0.041 -0.059 0.035 0.51
H -3.47206 4.19910 5.77019 -0.027 -0.013 -0.021 0.52
H -2.16479 6.31788 5.41762 -0.001 -0.008 0.008 0.44
H -0.84415 6.56906 3.31093 -0.018 0.012 -0.010 0.46
H -0.86246 4.68139 1.66715 0.026 -0.005 0.040 0.38
C 0.05289 4.28806 -5.61408 0.012 0.064 0.148 -1.40
C 0.50931 5.15690 -4.44178 0.065 0.011 -0.344 -0.32
C 1.93350 5.67594 -4.60576 0.005 -0.118 0.054 -1.07
C 2.92330 4.51621 -4.61164 -0.091 0.048 0.013 -1.26
C 2.71792 3.64888 -3.39620 0.081 0.032 -0.119 0.95
C 3.73534 2.85166 -2.91826 -0.078 -0.025 0.037 -0.67
C 3.53740 2.07444 -1.78232 -0.124 0.053 0.029 -0.32
F 4.54829 1.29071 -1.36280 0.046 -0.030 0.008 -0.41
C 2.36732 2.10433 -1.07912 0.122 0.002 0.072 -0.50
C 1.32434 2.91139 -1.54008 0.033 0.050 -0.009 0.51
C 0.08183 2.96607 -0.76365 -0.060 0.208 -0.571 0.98
O 0.04526 2.43330 0.36127 -0.239 -0.215 0.403 -0.69
C -0.99022 3.68051 -1.37595 -0.058 -0.220 0.335 0.10
C -0.75970 4.36206 -2.53547 0.104 0.044 -0.102 -0.26
N 0.41301 4.40475 -3.18345 -0.234 0.046 0.150 0.05
C 1.48342 3.65655 -2.71729 0.110 -0.155 0.221 -0.32
C -2.39630 3.76055 -0.83218 -0.132 0.362 -0.461 -0.13
O -3.15771 4.57425 -1.34376 0.157 -0.199 0.181 -0.78
O -2.76589 2.95363 0.10285 0.298 -0.731 0.703 -0.30
H 0.19901 4.82238 -6.55335 -0.013 -0.018 -0.015 0.39
H -1.00463 4.04387 -5.51416 0.005 -0.026 -0.014 0.39
H 0.61298 3.35370 -5.64558 -0.012 -0.014 -0.038 0.38
H -0.16741 6.00706 -4.34949 0.000 -0.008 0.075 0.54
H 2.16445 6.34779 -3.77560 -0.005 0.032 -0.021 0.36
H 2.00173 6.24785 -5.53092 -0.018 0.020 0.006 0.44
H 3.94636 4.89270 -4.62315 0.013 -0.025 -0.005 0.46
H 2.79426 3.92196 -5.51991 0.034 -0.003 -0.007 0.36
H 4.69714 2.82092 -3.41458 -0.009 0.021 -0.027 0.49
H 2.22829 1.51776 -0.18158 0.046 0.137 -0.050 0.71
H -1.58212 4.92257 -2.96288 0.037 0.038 -0.021 0.66
C 3.33440 1.14949 3.47380 -0.021 -0.017 0.063 -1.52
C 2.10023 0.81984 4.32473 -0.046 0.018 -0.078 1.91
C 2.16459 -0.63869 4.79472 0.024 0.039 -0.007 -1.48
C 2.02130 1.76650 5.52891 0.050 -0.033 -0.004 -1.80
C 0.89426 1.00480 3.50173 0.014 -0.017 0.077 0.30
C -0.10246 1.16441 2.84305 -0.453 0.009 -0.183 -1.33
H 4.24137 1.02708 4.06992 0.003 0.001 -0.006 0.45
H 3.28848 2.17768 3.11351 0.011 -0.003 -0.019 0.38
H 3.39338 0.48201 2.61297 0.014 0.009 -0.018 0.18
H 3.05939 -0.79571 5.40084 0.001 0.000 0.003 0.41
H 2.20172 -1.31231 3.93775 -0.012 -0.023 0.020 0.21
H 1.28848 -0.88924 5.39319 0.001 -0.014 -0.005 0.37
H 2.89659 1.63103 6.16800 0.001 0.007 0.002 0.41
H 1.12482 1.56600 6.11613 0.008 0.004 0.009 0.38
H 1.98971 2.80448 5.19534 -0.007 0.004 0.019 0.37
O -0.54649 0.19654 -1.45989 -0.304 -0.056 0.179 -0.83
C -0.31685 -0.37110 -0.39958 1.018 0.095 -0.311 0.69
O -1.11993 -0.45343 0.61408 -0.508 0.486 0.319 -0.70
C 1.09544 -0.93059 -0.12801 -0.599 -0.089 -0.091 0.85
C 1.16151 -2.28955 0.57128 -0.109 -0.172 -0.251 -1.22
Ge 0.91081 -3.90155 -0.55956 0.092 -0.060 0.198 1.94
C -0.95784 -4.25122 -1.08425 0.302 0.087 0.011 0.07
C -1.24875 -5.36893 -1.86721 0.027 -0.012 0.041 -0.39
C -2.55510 -5.69614 -2.19439 -0.005 -0.043 -0.034 -0.76
C -3.60156 -4.92092 -1.71568 -0.008 0.022 0.024 -0.57
C -3.32872 -3.82588 -0.91066 -0.066 0.006 -0.006 -0.45
C -2.01751 -3.48747 -0.60281 0.085 0.068 0.022 0.05
C 1.37050 -5.47412 0.54326 -0.026 0.195 -0.185 -0.13
C 0.59589 -5.75839 1.66744 -0.012 0.060 -0.025 -0.27
C 0.85669 -6.87252 2.45004 -0.020 0.003 0.041 -0.69
C 1.89855 -7.72641 2.11310 0.000 -0.017 -0.008 -0.39
C 2.67725 -7.45712 0.99758 0.030 -0.048 0.029 -0.64
C 2.41379 -6.33702 0.21989 0.024 0.091 -0.046 -0.30
C 2.17758 -3.83723 -2.07581 -0.235 0.008 0.203 0.20
C 3.23973 -2.93452 -2.04982 -0.019 -0.029 0.092 -0.13
C 4.15342 -2.86949 -3.09194 0.069 0.030 -0.018 -0.76
C 4.02745 -3.71956 -4.18007 0.000 0.005 0.001 -0.47
C 2.98894 -4.63848 -4.21357 0.001 -0.035 -0.033 -0.81
C 2.07489 -4.69358 -3.17159 -0.042 0.014 0.024 -0.04
H 1.53081 -0.17494 0.53788 -0.010 -0.095 -0.010 -1.06
H 1.63273 -0.92399 -1.07476 0.044 0.076 0.017 0.35
H 0.43705 -2.31577 1.38763 0.008 -0.015 0.027 0.41
H 2.14834 -2.41448 1.02628 -0.018 -0.066 0.012 0.61
H -0.44611 -6.01250 -2.20562 -0.026 -0.040 -0.030 0.26
H -2.75704 -6.56299 -2.81160 -0.001 0.002 0.010 0.40
H -4.62519 -5.17631 -1.96088 0.010 -0.003 0.008 0.38
H -4.14164 -3.23174 -0.51471 -0.045 0.071 0.004 0.42
H -1.82483 -2.62096 0.01958 -0.035 0.018 -0.004 0.03
H -0.22626 -5.09874 1.92870 -0.020 -0.054 0.032 0.35
H 0.24579 -7.07913 3.32031 0.003 0.001 -0.007 0.39
H 2.09869 -8.60233 2.71748 0.008 0.009 0.001 0.37
H 3.49054 -8.12183 0.73289 -0.003 0.009 -0.006 0.38
H 3.02870 -6.12872 -0.64960 0.006 -0.038 0.009 0.36
H 3.36361 -2.27548 -1.19862 0.029 0.033 -0.031 0.23
H 4.96431 -2.15252 -3.05303 0.003 -0.006 0.010 0.43
H 4.73660 -3.66950 -4.99664 0.003 -0.002 0.007 0.38
H 2.88884 -5.31528 -5.05322 0.000 0.010 0.000 0.40
H 1.27254 -5.41780 -3.21807 -0.010 0.001 -0.056 0.04
```
Positions in Å, forces in eV/Å.

**Max |F|**: 1.07 eV Å⁻¹
**HOMO energy**: -8.59 eV
**Frontier orbital gap**: 8.01 eV
**Lowest unoccupied orbital energy**: -0.58 eV
**DFT total energy**: -5089.16002 hartree

---

[2]
The ion C11H24N3 with charge +1 in a non-equilibrium geometry. Source: the Open Molecules 2025 dataset; level of theory: wB97M-V/def2-TZVPD.

```
38
Properties=species:S:1:pos:R:3:forces:R:3:nbo_charge:R:1
C -2.10701 -3.39972 -0.98201 -0.218 0.229 -0.389 -0.64
C -2.16227 -2.41813 0.33627 -0.002 -0.761 0.646 -0.42
C -1.44332 -3.16904 1.63431 -1.160 -0.035 0.291 -0.42
C -0.75299 -2.11045 2.69142 -0.150 -0.743 0.297 -0.42
C 0.85114 -1.85606 2.44508 -0.379 -0.966 -0.136 -0.42
C 1.22719 -1.21617 0.98314 0.761 0.694 0.544 -0.42
C 1.04116 0.42434 0.88878 0.485 -0.025 -0.932 -0.42
C 2.18548 0.92955 -0.22091 -1.575 -0.711 -0.262 -0.42
C 1.71127 2.24739 -1.07774 2.447 2.170 -0.705 -0.07
C 1.25317 3.61623 -0.29523 -1.525 0.314 -0.345 -0.26
N 0.29798 4.26178 -1.31574 -2.727 -2.195 -2.229 -0.58
C -0.05281 3.35906 -2.51604 2.341 -0.389 4.247 0.76
N -0.83346 3.66927 -3.62540 1.483 -0.879 1.466 -0.82
N 0.66062 2.06900 -2.17303 -1.233 1.692 -0.333 -0.61
H -1.82114 -2.72530 -1.90294 -0.641 -1.590 1.592 0.21
H -3.15279 -3.92427 -1.18793 2.225 1.297 0.442 0.23
H -1.32643 -4.28313 -0.89155 -1.457 2.034 -0.059 0.22
H -1.62606 -1.38364 0.19105 -0.987 -2.010 -0.045 0.18
H -3.30360 -2.19128 0.59023 2.557 -0.408 -0.468 0.22
H -0.71764 -4.03115 1.27671 -1.247 1.990 0.716 0.21
H -2.33078 -3.72418 2.20780 2.022 1.137 -1.155 0.22
H -1.39045 -1.11693 2.66838 1.393 -1.881 0.099 0.20
H -0.86531 -2.59785 3.77465 0.277 1.251 -2.299 0.23
H 1.36742 -2.93059 2.47995 -1.104 2.313 -0.006 0.22
H 1.27544 -1.24454 3.36900 -0.742 -1.053 -2.202 0.22
H 2.38311 -1.41681 0.78670 -2.416 0.355 0.469 0.21
H 0.64748 -1.69910 0.08701 0.995 0.752 1.869 0.22
H 1.20624 0.98549 1.90321 -0.366 -1.240 -1.863 0.23
H -0.03308 0.70855 0.47354 2.035 -0.620 0.948 0.18
H 3.21275 1.09861 0.32090 -2.060 -0.090 -1.300 0.26
H 2.28050 0.01490 -0.98213 0.036 2.218 1.500 0.24
H 2.65206 2.63982 -1.69866 -1.852 -1.109 1.345 0.23
H 0.55581 3.48074 0.64432 1.916 -0.023 -1.531 0.22
H 2.04926 4.47277 -0.13364 -1.331 -2.311 -0.139 0.26
H -0.64489 4.33749 -0.85318 1.056 1.041 -0.647 0.41
H -0.37401 3.58693 -4.57286 -1.015 -0.530 1.527 0.47
H -1.81318 4.04191 -3.56262 1.804 0.053 0.109 0.46
H -0.10685 1.49452 -1.76085 0.353 0.029 -1.062 0.42
```
Positions in Å, forces in eV/Å.

**SMILES string**: CCCCCCCC[C@@H]1CNC(N)=[NH+]1
**Max |F|**: 4.87 eV Å⁻¹
**HOMO energy**: -12.66 eV
**Frontier orbital gap**: 7.36 eV
**Charge**: +1
**Lowest unoccupied orbital energy**: -5.30 eV
**DFT total energy**: -597.30835 hartree

---

Q: Among the records above, which one has the lowest max |F|?
A: C53H49FGeN4O6Pb

---

Q: The highest HOMO energy belongs to which entry?
A: C53H49FGeN4O6Pb

---

Q: What is the max |F| in the second record?
A: 4.87 eV Å⁻¹